(1)
{
  "formula": "C38H38AsO4S3ScSeSi2",
  "method": "ωB97M-V/def2-TZVPD",
  "multiplicity": 1,
  "molar_mass_g_mol": 909.929,
  "total_charge": -2,
  "e_above_lowest_kj_mol": 62.8,
  "orbital_gap_ev": 5.79,
  "symbols": ["C", "C", "H", "H", "H", "S", "H", "C", "O", "H", "C", "H", "C", "O", "C", "C", "H", "C", "H", "Si", "C", "H", "S", "H", "H", "H", "H", "O", "H", "H", "H", "H", "H", "H", "H", "C", "C", "H", "C", "C", "H", "C", "H", "Si", "C", "H", "C", "C", "H", "H", "C", "C", "H", "C", "O", "H", "H", "C", "Se", "S", "C", "C", "H", "C", "C", "C", "C", "H", "C", "H", "C", "C", "H", "C", "H", "C", "C", "C", "C", "H", "Sc", "C", "C", "H", "H", "As", "H", "C"],
  "xyz": [[-1.08, 4.06, 0.84], [1.43, 7.34, 2.37], [1.84, -10.84, 1.77], [1.95, -7.57, -1.76], [-1.23, -0.39, -3.67], [2.38, 0.37, 0.54], [-4.61, -3.85, 3.04], [-5.22, -2.11, 0.23], [0.65, -3.69, 1.86], [1.25, 3.83, -4.45], [-5.40, -3.04, 1.23], [3.02, 2.73, -0.71], [1.95, -5.93, -0.35], [1.55, -9.56, 0.18], [0.01, 4.06, -2.72], [1.21, -9.99, 1.48], [-0.77, 1.35, -0.49], [2.80, 7.45, 2.14], [-1.82, 0.16, -1.22], [1.01, -1.47, -3.34], [-2.13, 4.33, 1.71], [-0.02, 0.43, -4.65], [3.17, 1.93, 2.90], [-2.64, 4.83, -2.08], [3.19, 3.02, -3.17], [3.42, 4.26, 1.20], [-2.62, -2.41, 3.03], [2.53, -3.27, 0.80], [-1.12, 1.58, 2.87], [3.07, -0.28, -4.16], [2.82, 0.00, -2.44], [-5.94, -2.02, -0.58], [-2.29, 0.46, 3.55], [4.58, 6.42, 1.55], [3.50, -1.52, -2.98], [-1.26, 4.26, -0.54], [1.19, 3.74, -3.37], [0.87, -2.29, -5.74], [1.58, -7.80, 1.61], [-3.36, -2.31, 2.24], [-0.85, 4.39, -3.30], [1.82, -5.55, 0.97], [-0.28, 6.06, 2.32], [-1.46, -0.37, 1.25], [2.87, 5.14, 1.50], [-3.97, -0.57, -0.56], [1.69, -4.08, 1.25], [-2.48, 4.71, -1.02], [1.76, -3.43, -4.75], [-4.14, 5.03, 1.91], [2.59, 0.52, 2.25], [0.91, -2.76, -4.76], [-2.00, 4.15, 2.77], [1.49, 5.02, 1.69], [1.39, -8.93, 2.39], [3.29, 8.40, 2.28], [-2.78, 1.58, 2.27], [-0.09, 3.94, -1.34], [0.38, -2.61, -1.44], [2.20, -0.85, 3.21], [-3.33, 4.81, 1.22], [2.19, 3.15, -1.27], [-6.26, -3.71, 1.21], [-3.51, 4.98, -0.14], [2.28, 3.29, -2.65], [-4.47, -3.13, 2.25], [-4.10, -1.28, 0.24], [0.02, -3.36, -4.62], [3.51, 6.34, 1.72], [1.52, -6.18, 3.02], [-3.14, -1.37, 1.24], [-0.21, -0.03, -3.69], [2.06, -5.17, -1.11], [1.63, -6.49, 1.99], [0.87, 8.19, 2.72], [1.69, -8.19, 0.27], [1.02, 3.47, -0.62], [2.78, -0.75, -3.23], [1.88, -7.27, -0.73], [-4.46, 5.33, -0.52], [0.95, -1.76, 1.02], [0.79, 6.13, 2.15], [-1.68, 0.76, -0.33], [-0.11, 0.73, -2.92], [-2.51, 1.47, -0.25], [0.66, 3.28, 1.28], [0.14, -10.31, 1.49], [-1.97, 0.94, 2.62]]
}



(2)
{
  "formula": "C38H38BCl7N7O2Ru",
  "method": "ωB97M-V/def2-TZVPD",
  "multiplicity": 5,
  "molar_mass_g_mol": 984.822,
  "total_charge": 1,
  "s_squared": 6.057,
  "e_above_lowest_kj_mol": 0.0,
  "orbital_gap_ev": [8.50, 4.69],
  "symbols": ["H", "H", "C", "C", "C", "C", "H", "C", "N", "C", "C", "O", "Cl", "C", "C", "B", "C", "C", "C", "Cl", "H", "N", "C", "H", "H", "C", "H", "C", "Cl", "N", "H", "C", "C", "O", "C", "C", "H", "Cl", "C", "H", "H", "N", "H", "H", "C", "C", "C", "H", "H", "C", "H", "H", "C", "C", "C", "H", "C", "H", "H", "H", "H", "H", "H", "Ru", "H", "H", "H", "C", "N", "H", "H", "Cl", "Cl", "H", "H", "H", "N", "C", "C", "C", "C", "H", "C", "H", "C", "H", "C", "H", "N", "H", "C", "H", "C", "Cl"],
  "xyz": [[-2.94, -3.84, 2.41], [3.97, -6.36, -3.42], [-3.47, 2.64, 2.52], [-2.74, 2.17, 1.43], [-1.08, 0.23, -5.41], [-2.38, -3.75, 1.48], [4.84, 3.41, 0.81], [-1.76, -0.88, -0.68], [-0.57, -0.67, 3.83], [0.09, -0.46, -5.71], [1.23, -4.44, -3.85], [-0.53, -0.47, -0.52], [1.92, 0.48, -1.78], [2.70, 2.37, 4.17], [-2.81, 2.19, 3.64], [-0.67, 0.83, 4.13], [3.47, -4.65, -2.23], [2.65, 1.79, 2.90], [-0.07, -3.60, 0.46], [-0.01, 3.94, 1.97], [-0.13, -2.59, 0.06], [0.57, -2.40, -2.63], [-0.62, -2.56, 2.75], [-0.87, -1.37, 5.79], [4.33, -4.74, -1.58], [3.80, 1.87, 1.93], [2.73, 0.61, 0.53], [-0.76, -1.62, 4.75], [0.22, 6.15, -0.04], [-1.70, 1.46, 1.89], [-4.37, 3.24, 2.49], [-4.37, 1.87, -0.44], [3.76, 0.85, 0.79], [-2.60, -0.93, 0.18], [1.36, 3.02, -2.21], [-0.87, -3.67, 1.76], [-0.59, -4.58, 2.29], [1.09, 5.60, -2.95], [2.14, -5.46, -4.05], [0.52, -2.03, -1.68], [1.55, -1.85, -5.00], [-0.46, -1.22, 2.58], [-2.07, 4.40, 0.09], [3.07, 3.54, 0.74], [1.47, 2.11, 4.74], [3.27, -5.56, -3.25], [2.57, -3.63, -2.03], [-4.56, 2.07, -1.50], [4.26, -0.08, 1.07], [-3.01, 2.43, -0.02], [-4.41, 0.79, -0.28], [-2.72, -2.86, 0.96], [0.44, 3.48, 0.37], [-1.25, -0.92, -3.27], [-0.03, -1.57, -3.57], [3.53, 2.89, 4.60], [-2.98, 3.94, -0.29], [0.60, -0.29, -6.65], [1.94, -6.19, -4.81], [4.23, 1.24, -0.11], [-3.83, 4.43, 0.19], [-3.04, 4.14, -1.36], [-0.47, -4.30, -0.27], [0.20, 0.47, 1.20], [-3.03, 2.34, 4.69], [1.08, 2.37, 5.72], [3.93, 4.03, 2.20], [0.61, -1.35, -4.80], [0.73, 1.42, 3.88], [-2.65, 0.51, -3.99], [0.98, -3.85, 0.63], [2.01, 2.75, -3.77], [2.88, -2.52, -0.73], [-0.95, 0.99, 5.28], [-5.17, 2.34, 0.14], [-1.48, 0.95, -6.11], [-1.74, 1.49, 3.24], [0.70, 2.13, 0.00], [0.57, 4.54, -0.53], [-2.13, -1.28, -2.11], [3.92, 3.31, 1.39], [-2.22, 1.96, -0.60], [1.45, -3.44, -2.86], [4.69, 1.68, 2.53], [1.24, 1.98, -1.29], [-3.12, -0.83, -2.26], [0.99, 4.31, -1.83], [-2.27, -2.37, -2.08], [1.44, 1.22, 2.74], [-0.92, -3.81, 4.55], [-0.78, -2.84, 4.11], [-2.60, -4.63, 0.87], [-1.73, -0.01, -4.20], [-0.27, -4.52, -4.70]]
}



(3)
{
  "formula": "C38H38BiClOP2S",
  "method": "ωB97M-V/def2-TZVPD",
  "multiplicity": 1,
  "molar_mass_g_mol": 849.169,
  "total_charge": 2,
  "e_above_lowest_kj_mol": 111.5,
  "orbital_gap_ev": [6.20, 6.20],
  "symbols": ["C", "H", "C", "C", "H", "H", "H", "C", "C", "H", "H", "C", "C", "H", "C", "H", "C", "H", "C", "H", "C", "Bi", "C", "C", "C", "C", "C", "C", "H", "H", "H", "H", "C", "H", "C", "S", "H", "H", "Cl", "P", "C", "O", "H", "H", "H", "C", "H", "C", "H", "C", "H", "H", "C", "H", "C", "H", "C", "C", "C", "H", "C", "C", "H", "C", "C", "H", "H", "H", "H", "P", "H", "C", "C", "H", "C", "C", "H", "H", "H", "H", "C", "C"],
  "xyz": [[-1.13, -4.55, -2.16], [-2.91, -0.81, 5.27], [0.76, -2.71, 2.13], [-0.81, -3.45, -1.37], [5.26, 1.93, 0.31], [-0.66, 3.30, -6.01], [1.56, -0.13, 0.60], [-1.88, -1.35, 3.46], [2.55, 1.66, -1.73], [0.78, -1.20, -1.22], [-0.95, -4.51, -3.24], [4.69, 1.86, -0.61], [3.30, 1.74, -0.55], [-0.01, -4.73, 2.24], [-4.38, -2.11, 2.48], [-0.39, -2.55, -1.83], [0.14, 1.38, -3.32], [0.46, 3.28, 2.85], [-1.18, 3.48, -1.12], [-1.11, 6.76, -0.21], [-3.25, -2.23, 1.68], [-0.11, -0.09, -0.14], [0.19, 3.22, -1.14], [-1.89, 2.15, 3.26], [0.15, 3.04, 1.85], [-2.00, -1.87, 2.16], [-4.26, -1.60, 3.77], [3.20, 1.70, -2.97], [1.77, -5.54, 3.74], [2.80, 1.69, 0.42], [-2.66, 1.43, 3.40], [-2.28, 3.08, 2.97], [1.77, -4.50, 3.41], [0.06, 3.51, -3.65], [0.62, 5.51, -0.50], [-0.81, 1.57, 1.93], [1.78, -0.82, 2.21], [2.62, 1.63, -3.89], [-2.16, -0.31, -1.41], [-0.60, -2.17, 1.11], [-3.01, -1.21, 4.26], [0.02, 0.58, 2.81], [-1.26, 2.21, 4.17], [3.57, -3.99, 4.50], [-2.39, -6.60, 0.25], [1.77, -1.85, 2.56], [-0.62, -1.00, -5.64], [-0.05, 0.11, -3.88], [-1.82, -4.65, 1.66], [5.33, 1.89, -1.85], [-0.46, 3.86, 1.44], [6.42, 1.98, -1.89], [-1.94, -5.72, -0.21], [-1.95, -6.55, -2.21], [-1.64, 4.75, -0.79], [-2.72, 4.94, -0.77], [-0.46, -0.01, -5.20], [-0.08, 2.52, -4.09], [-0.74, 5.77, -0.48], [5.09, 1.82, -3.99], [-1.04, -3.48, 0.00], [-1.62, -4.62, 0.58], [-5.15, -1.49, 4.41], [-0.67, 1.14, -5.98], [4.59, 1.81, -3.02], [3.55, -1.61, 3.74], [1.07, 2.87, 1.28], [-5.35, -2.42, 2.10], [0.09, -0.78, -3.26], [0.76, 1.64, -1.68], [-1.88, 2.67, -1.36], [-1.69, -5.68, -1.58], [-0.48, 2.40, -5.42], [2.18, 4.05, -0.85], [0.76, -4.04, 2.56], [2.77, -2.30, 3.41], [-0.99, 1.04, -7.02], [-0.90, -1.05, 3.85], [1.34, 6.31, -0.25], [-3.34, -2.63, 0.66], [2.78, -3.63, 3.84], [1.10, 4.25, -0.84]]
}



(4)
{
  "formula": "C38H38Cl39N5",
  "method": "ωB97M-V/def2-TZVPD",
  "multiplicity": 1,
  "molar_mass_g_mol": 1947.424,
  "total_charge": 0,
  "orbital_gap_ev": 9.30,
  "symbols": ["H", "C", "C", "Cl", "H", "H", "C", "H", "C", "Cl", "C", "H", "N", "H", "Cl", "C", "Cl", "H", "C", "Cl", "N", "H", "H", "Cl", "C", "C", "H", "Cl", "C", "Cl", "C", "C", "Cl", "Cl", "Cl", "Cl", "Cl", "Cl", "Cl", "H", "H", "Cl", "C", "H", "C", "H", "N", "H", "H", "C", "C", "H", "H", "C", "C", "H", "H", "C", "Cl", "C", "H", "C", "Cl", "Cl", "H", "H", "Cl", "H", "C", "C", "H", "Cl", "H", "Cl", "Cl", "H", "C", "C", "Cl", "Cl", "C", "C", "C", "Cl", "Cl", "H", "C", "H", "Cl", "Cl", "C", "C", "C", "Cl", "H", "Cl", "C", "Cl", "N", "H", "H", "Cl", "Cl", "Cl", "C", "Cl", "C", "C", "H", "Cl", "Cl", "H", "C", "H", "H", "N", "H", "C", "H", "Cl"],
  "xyz": [[19.76, -0.41, -17.07], [11.36, -3.44, -15.94], [15.06, -5.77, -13.78], [19.64, -4.51, -12.24], [13.71, -7.17, -16.48], [15.78, -6.10, -17.51], [13.67, 0.11, -4.47], [11.00, -2.93, -13.82], [13.50, -0.42, -5.76], [16.03, -1.40, -12.91], [20.74, -0.64, -16.69], [16.38, 0.98, -13.49], [14.17, -6.46, -14.52], [13.30, -2.43, -13.33], [11.41, 3.22, -12.91], [17.62, 4.42, -6.05], [22.41, 5.80, -10.04], [13.74, 0.28, -17.63], [19.31, -5.41, -10.77], [18.43, 4.01, -12.17], [22.01, -1.66, -14.94], [17.32, -3.37, -18.39], [19.97, 1.95, -6.49], [22.87, 3.92, -12.09], [17.31, 4.85, -11.02], [16.30, -5.29, -14.26], [12.80, 4.48, -11.66], [24.10, 3.48, -17.02], [14.42, -6.62, -15.87], [11.75, 1.23, -8.59], [16.52, -5.44, -15.66], [21.92, -0.34, -17.35], [18.69, -1.53, -19.10], [20.27, -1.32, -10.40], [14.05, 2.84, -9.12], [11.34, 3.99, -9.43], [22.84, -2.48, -11.10], [18.21, 5.93, -10.03], [17.56, -2.25, -16.39], [10.35, -3.66, -16.26], [19.94, -1.79, -15.03], [12.77, 2.43, -17.90], [15.44, 0.64, -6.52], [24.07, -0.37, -17.30], [12.95, 4.01, -12.63], [17.35, -4.86, -16.04], [17.19, 3.10, -8.09], [12.40, 3.20, -7.46], [15.03, 1.16, -3.23], [12.37, -3.39, -16.89], [19.14, 2.61, -6.71], [18.86, -2.99, -8.67], [16.85, 4.13, -10.34], [15.58, -6.12, -16.45], [14.86, 0.78, -4.23], [14.99, -2.58, -15.26], [16.71, 1.58, -5.15], [17.31, -2.30, -18.18], [16.82, 0.85, -11.21], [16.88, 0.24, -12.86], [12.65, -1.06, -5.96], [18.31, 2.31, -7.82], [13.26, 5.27, -13.85], [24.97, 1.98, -14.63], [21.19, -1.76, -12.58], [14.73, -5.69, -12.75], [22.09, 2.47, -15.18], [21.87, 0.21, -18.28], [18.78, 3.65, -5.82], [23.16, -1.33, -15.56], [24.07, -1.64, -15.06], [19.11, -1.18, -7.14], [14.08, -1.08, -9.54], [14.26, 2.86, -12.39], [14.18, -3.40, -10.33], [17.25, 5.18, -5.39], [13.36, -1.84, -9.85], [15.76, 1.06, -5.24], [12.23, -2.12, -8.49], [15.80, 3.48, -15.81], [17.00, 2.94, -17.00], [18.21, -2.51, -7.94], [13.93, -2.76, -15.39], [18.46, 2.52, -16.14], [11.45, -0.22, -17.74], [16.21, 4.92, -7.48], [23.76, 3.11, -15.32], [23.75, 4.08, -14.83], [22.21, 0.18, -11.92], [17.67, -5.02, -10.16], [16.93, 4.15, -7.24], [21.61, 4.48, -10.97], [11.67, -3.00, -14.67], [17.67, -3.65, -6.64], [16.10, 0.80, -7.37], [16.36, 1.55, -17.91], [21.54, -1.40, -11.62], [12.45, -1.03, -11.20], [13.63, -3.06, -16.61], [20.82, 4.87, -11.60], [19.31, 3.82, -4.89], [16.74, -1.82, -8.77], [15.76, -1.60, -18.72], [18.50, 0.13, -13.36], [12.85, 0.81, -17.29], [20.94, 3.26, -9.92], [20.82, -1.34, -15.46], [12.40, 2.91, -8.51], [17.16, 3.76, -17.70], [16.04, 5.84, -11.82], [20.60, -5.02, -9.66], [13.09, -0.13, -3.60], [13.00, -2.69, -14.34], [17.00, -4.71, -13.68], [18.48, 1.45, -8.45], [14.36, -0.18, -6.76], [12.16, -3.55, -17.94], [23.16, -0.68, -16.80], [19.28, -6.49, -10.94], [13.05, 0.91, -15.52]]
}